No. 1
This record from OMol25 describes C35H50N7Sc as an isolated structure. The level of theory is the ωB97M-V functional and the def2-TZVPD basis.

Geometry as ORCA input:
```
! RIJCOSX wB97M-V def2-TZVPD def2/J DEFGRID3
* xyz 2 1
Sc -0.14 0.18 -0.29
N 0.96 2.19 0.78
N -2.49 -0.55 -0.49
N 1.68 0.86 -1.54
N -0.90 -1.43 1.62
N -1.11 1.71 -1.44
N 1.97 -0.41 0.93
N 0.93 -1.75 -1.36
C -4.67 0.05 -1.30
C -0.70 -3.07 3.39
C 1.98 1.85 1.80
C -4.44 -0.79 0.89
C 1.76 -2.48 -0.37
C -0.18 -2.15 2.50
C -3.31 -0.07 -1.44
C -1.22 3.12 -3.19
C -2.13 -5.72 4.02
C -5.28 -0.28 -0.10
C -2.07 -3.32 3.40
C 3.47 1.88 -3.38
C -7.28 -0.91 1.31
C 2.09 2.13 -1.45
C 1.53 2.97 -0.34
C -0.60 0.66 -3.69
C -6.98 1.42 0.42
C -6.77 -0.08 0.13
C 2.19 0.08 -2.50
C -3.08 -0.96 0.64
C -4.21 -4.35 4.27
C 1.73 -1.36 -2.54
C -7.55 -0.48 -1.13
C 3.08 0.55 -3.44
C -1.55 2.93 -0.98
C 2.71 -1.54 0.34
C -2.27 -3.95 5.79
C 2.85 0.70 1.31
C -1.63 3.82 -2.03
C -2.03 3.12 0.43
C 2.98 2.68 -2.36
C -2.23 -1.67 1.63
C -2.68 -4.33 4.36
C -2.82 -2.61 2.47
C -0.91 1.83 -2.80
H -2.55 -6.46 4.71
H -1.52 3.94 0.95
H -3.87 -2.79 2.38
H -1.91 2.20 1.02
H -7.08 -1.97 1.16
H -0.61 -0.28 -3.12
H -6.43 1.72 1.31
H 4.15 2.29 -4.12
H -0.03 -3.59 4.05
H -5.24 0.45 -2.13
H 0.89 -2.00 2.53
H -1.19 -3.98 5.93
H 1.13 -1.50 -3.45
H 0.74 3.59 -0.76
H 1.08 -2.95 0.35
H -8.62 -0.44 -0.92
H 0.22 -2.41 -1.68
H -4.84 -1.03 1.86
H -6.85 -0.58 2.26
H -2.72 -4.65 6.50
H 3.56 0.41 2.09
H 0.37 0.77 -4.19
H 3.46 -0.11 -4.21
H 3.28 -2.09 1.09
H -1.05 -5.76 4.11
H -3.09 3.37 0.43
H 2.32 3.65 0.03
H -4.64 -3.38 4.51
H -7.31 -1.50 -1.44
H 1.46 1.54 2.71
H 0.30 2.80 1.24
H 2.61 -2.00 -2.65
H 3.28 3.71 -2.27
H -1.96 4.84 -1.98
H -8.04 1.61 0.59
H -6.65 2.03 -0.42
H -2.62 -2.94 6.05
H 2.34 -3.27 -0.85
H -7.36 0.19 -1.97
H -2.85 0.25 -2.37
H 3.43 -1.13 -0.37
H -4.55 -4.67 3.29
H -8.36 -0.79 1.39
H 2.60 2.71 2.04
H 1.56 -0.73 1.80
H -2.40 -6.01 3.00
H -1.19 3.50 -4.20
H -1.35 0.57 -4.48
H -4.60 -5.07 5.00
H 3.43 1.01 0.44
*
```

Its energy above the lowest of the compared OMol25 structures with the same formula, charge and spin is 10.3 kcal per mole. The calculation puts the total energy at -2507.42421 Eh. The HOMO-LUMO gap comes out at 6.5 eV.

Mulliken atomic charge list, values in e, 4 entries: -0.81 0.12 0.24 2.19

No. 2
This record from OMol25 describes C35H51BBr27ClF5NO9PS as an isolated structure at a distorted geometry. The level of theory is the ωB97M-V functional and the def2-TZVPD basis.

Geometry as ORCA input:
```
! RIJCOSX wB97M-V def2-TZVPD def2/J DEFGRID3
* xyz 1 1
Br 3.66 -8.27 -2.18
Br 7.23 6.23 5.56
Br -0.67 -7.96 2.73
Br -2.52 -7.43 0.16
Br 3.93 -5.91 5.25
Br -0.30 6.32 -9.10
Br 5.29 3.70 5.21
Br 1.51 -4.70 3.53
Br 9.50 0.82 -2.60
Br 7.54 2.99 -3.93
Br 3.32 2.23 1.12
Br 1.53 2.53 -3.84
Br 1.64 4.23 -6.56
Br 1.57 1.03 -6.67
Br -0.07 3.28 -10.11
Br 2.36 5.32 -10.60
Br 2.10 -3.59 6.49
Br 6.15 2.30 -0.40
Br 5.27 4.76 1.47
Br -3.87 -8.14 2.99
Br 11.94 4.96 6.72
Br 1.92 -6.11 -0.58
Br 6.51 -0.01 -3.42
Br 8.12 3.78 3.70
Br 3.47 -5.25 -3.26
Br 11.95 2.62 4.52
Br 9.74 2.62 6.86
Cl 0.65 -3.29 -1.40
S -0.93 -0.50 1.90
P -2.78 0.44 -3.51
F -1.64 -3.92 2.40
F 0.34 -2.57 3.00
F 0.00 -4.48 1.01
F 1.28 -2.09 1.14
F -1.86 -3.23 0.27
O -3.58 -0.41 -4.71
O -7.95 2.31 -1.42
O -1.74 0.48 8.66
O -2.09 1.82 6.85
O -0.02 0.18 2.94
O -1.42 1.25 -4.06
O -7.51 2.20 -3.65
O -3.18 -3.10 -2.15
O -1.94 -1.03 2.94
N -2.87 1.30 0.65
C -0.53 1.88 0.49
C -3.27 1.77 4.63
C -0.92 -3.41 1.27
C -4.21 -1.30 0.11
C -0.03 -2.11 1.64
C -3.58 1.34 1.97
C 2.16 -5.12 5.31
C -3.86 -0.38 -1.13
C 0.21 0.50 7.18
C -2.82 2.22 3.13
C 5.16 2.85 1.17
C -0.77 -1.73 -5.00
C 2.15 2.59 -5.68
C 0.44 5.12 -10.44
C -1.53 -2.61 -3.93
C 11.56 3.10 6.36
C -2.00 1.28 5.47
C -6.07 -1.75 -2.02
C -5.14 -0.61 -2.09
C 7.13 4.32 5.27
C -1.53 0.55 0.53
C 0.94 -1.57 -1.94
C 2.56 -1.37 -1.64
C 0.28 -0.36 -1.25
C -1.24 0.95 7.60
C 8.04 1.11 -3.83
C -2.42 -0.63 -1.89
C -5.50 2.66 -1.96
C 3.47 -6.41 -1.70
C -1.23 0.05 -1.04
C 0.77 2.10 0.94
C -2.37 -7.29 2.09
C -3.75 1.14 -0.57
C -5.18 1.88 -0.56
C -7.06 2.37 -2.30
B -2.29 -2.03 -2.64
H 0.83 0.53 -1.77
H -1.50 2.24 -4.01
H -3.50 -1.26 1.00
H 1.60 1.29 0.95
H 12.22 2.51 6.99
H 1.08 3.13 1.36
H -1.08 1.78 5.01
H 8.39 0.83 -4.82
H -2.73 2.34 0.63
H 0.83 -0.30 -0.22
H -1.93 0.14 5.52
H -2.34 -3.14 -4.58
H -0.16 -0.84 -4.65
H 3.24 2.56 -5.65
H -3.66 2.70 5.19
H -3.24 1.85 -1.34
H -1.50 -1.38 -5.82
H 0.98 0.58 8.03
H -6.69 2.05 -4.18
H -4.54 2.00 1.94
H -4.89 2.23 -2.83
H -6.03 1.19 -0.24
H -7.00 -1.65 -1.34
H 7.60 3.84 6.12
H -1.27 1.11 -1.57
H -2.41 -6.23 2.34
H 3.14 -2.21 -2.15
H -4.03 0.37 2.35
H 5.64 2.37 2.03
H -5.23 2.79 0.17
H -4.52 -0.16 -4.85
H -5.23 -0.92 0.52
H -4.38 -2.42 -0.07
H -5.48 0.14 -2.90
H 4.35 -6.14 -1.11
H 0.65 1.11 6.30
H -2.70 -3.95 -2.16
H 0.00 5.41 -11.39
H -3.17 3.33 3.09
H 2.81 -0.34 -2.09
H -0.88 2.73 -0.22
H -0.83 -3.50 -3.66
H -4.14 1.03 4.60
H -0.03 -2.42 -5.56
H -1.70 2.29 2.99
H 0.17 -0.59 6.86
H -5.28 3.77 -1.90
H 0.99 -1.61 -3.09
H -5.86 -2.75 -2.55
H 1.49 -5.87 5.72
H 2.78 -1.32 -0.53
*
```

The calculation puts the total energy at -73317.43080 Eh. The HOMO-LUMO gap comes out at 6.0 eV.

Mulliken atomic charge list, values in e, 4 entries: -0.04 0.00 -0.02 -0.05